[1]
21
Properties=species:S:1:pos:R:3:forces:R:3:lowdin_charge:R:1 method="wB97M-V/def2-TZVPD" gap_ev=9.37 spin_multiplicity=1 smiles="C[C@@]12C[NH+]=CN[C@@H]1NC=N2" total_charge=+1 lumo_ev=-3.78
C 1.41589 1.31426 -1.19238 -1.19 -0.15 -0.22 -0.125
C -2.16845 0.73991 -0.31922 3.92 -1.80 1.08 -0.025
C -0.70488 -1.20581 -0.52838 0.70 0.52 -0.77 -0.063
C 0.16351 0.91257 0.66340 0.96 -3.47 -0.25 -0.239
C 0.51784 -0.41020 -0.14638 -0.42 0.64 1.19 -0.505
C 1.47384 -1.35751 0.60258 0.52 3.17 -0.29 0.011
N 1.19201 0.07622 -1.29580 0.31 -0.19 -1.38 0.104
N 0.96436 1.86671 0.01099 -0.11 0.78 0.54 0.083
N -1.26228 1.20522 0.52834 -0.44 1.81 0.40 0.145
N -1.86361 -0.36623 -0.98444 -0.46 -0.53 1.03 0.114
H 1.71544 1.82343 -2.08784 0.71 0.86 0.31 0.136
H -3.06552 1.25616 -0.29613 -1.89 0.56 -0.68 0.148
H -0.30686 -1.81850 -1.37981 -1.08 0.14 0.85 0.162
H -0.92649 -1.73282 0.40122 -0.76 -0.47 -0.46 0.145
H 0.49524 0.65094 1.68132 -0.89 0.95 0.06 0.166
H 2.38433 -0.73417 0.52506 0.20 -1.05 0.26 0.113
H 1.52368 -2.22370 0.02137 0.55 -1.54 -0.57 0.075
H 1.28011 -1.51223 1.64418 -0.52 -0.31 0.49 0.088
H 0.79655 2.80682 0.34689 0.83 0.21 -0.96 0.149
H -1.42643 2.14328 0.87820 -0.62 -0.18 0.12 0.162
H -2.65628 -0.93730 -1.21972 -0.32 0.05 -0.76 0.156

[2]
15
Properties=species:S:1:pos:R:3:forces:R:3:lowdin_charge:R:1 method="wB97M-V/def2-TZVPD" gap_ev=10.46 spin_multiplicity=1 smiles="O=C1NCCO1.N" lumo_ev=0.86
N 2.60622 0.77488 -0.11530 0.28 0.09 0.08 0.018
C -0.49928 0.99763 0.07507 0.15 0.22 -0.01 -0.571
O 0.03188 2.08154 0.16889 -0.25 -0.40 -0.01 0.074
N -0.01044 -0.13214 -0.50704 0.08 0.20 0.01 0.073
C -0.87133 -1.27315 -0.32407 -0.09 -0.12 -0.01 -0.142
C -2.08099 -0.62248 0.38744 -0.14 -0.25 -0.01 -0.133
O -1.74368 0.74986 0.57072 0.06 0.13 0.00 0.026
H 2.26649 1.71776 -0.29682 0.01 -0.16 -0.05 0.026
H 3.58519 0.71739 -0.37225 -0.05 0.06 0.05 0.027
H 1.00480 -0.15865 -0.64582 -0.25 0.00 0.02 0.094
H -0.40842 -2.05608 0.28958 -0.05 0.16 -0.07 0.116
H -1.15803 -1.72047 -1.28243 0.03 0.05 0.15 0.113
H -2.27190 -1.06377 1.36964 0.00 0.05 -0.14 0.120
H -2.99384 -0.67542 -0.21044 0.11 -0.01 0.06 0.121
H 2.54333 0.66310 0.89285 0.10 -0.01 -0.08 0.038

[3]
20
Properties=species:S:1:pos:R:3:forces:R:3:lowdin_charge:R:1 method="wB97M-V/def2-TZVPD" gap_ev=10.24 spin_multiplicity=1 smiles=CCC[C@H](N)CO lumo_ev=0.94
C 1.17067 1.35596 -0.23683 -0.48 0.14 -0.54 -0.236
O 0.91035 2.73579 -0.03271 -0.41 0.05 0.13 -0.067
C -0.01458 0.42809 0.02750 -0.33 0.43 0.45 -0.413
C 0.33209 -0.95704 -0.47959 -0.49 -0.06 0.13 -0.195
C -0.64630 -2.04984 -0.04151 0.58 -0.37 -0.03 -0.258
C -0.40038 -2.49468 1.39635 0.03 0.31 0.10 -0.109
N -1.27137 0.85850 -0.56845 -0.17 -0.20 -0.19 0.051
H 1.47518 1.18319 -1.28093 0.22 0.08 0.12 0.122
H 1.97444 1.10135 0.44099 0.32 -0.09 0.02 0.120
H 0.02951 2.94904 -0.38241 0.51 -0.14 0.01 0.068
H -0.20207 0.39775 1.10876 0.19 -0.02 -0.02 0.138
H 0.33630 -0.91700 -1.57141 0.21 0.04 -0.10 0.115
H 1.33940 -1.18878 -0.13596 0.15 -0.20 -0.10 0.118
H -1.66541 -1.73907 -0.25042 -0.17 0.10 0.23 0.098
H -0.45732 -2.92494 -0.66200 -0.09 -0.08 -0.22 0.100
H -1.10548 -3.24732 1.74744 -0.03 -0.02 -0.10 0.069
H -0.43946 -1.65597 2.09337 -0.08 0.02 0.03 0.065
H 0.60884 -2.90938 1.45989 -0.06 -0.07 0.08 0.073
H -1.52599 1.82724 -0.43490 0.00 -0.12 0.05 0.062
H -1.36190 0.59032 -1.53940 0.08 0.22 -0.05 0.080

[4]
13
Properties=species:S:1:pos:R:3:forces:R:3:lowdin_charge:R:1 method="wB97M-V/def2-TZVPD" gap_ev=10.91 spin_multiplicity=1 smiles="CC#N.C=O.O" lumo_ev=0.38
C -1.86207 -0.54690 0.91638 -0.08 -0.03 -0.06 -0.066
C -0.47926 -0.36195 1.34977 0.93 0.09 0.37 -0.258
N 0.61983 -0.22777 1.68124 -1.16 -0.14 -0.24 0.161
O 2.93639 0.17337 -0.14254 -0.04 -0.13 -0.03 -0.094
C 0.12072 0.79259 -1.54173 0.14 -0.36 -0.18 -0.138
O 0.55840 -0.30656 -1.78989 -0.26 0.50 0.09 -0.020
H -2.40585 -1.15764 1.64081 0.10 0.08 -0.09 0.086
H -2.36873 0.41624 0.81637 0.11 -0.09 0.07 0.087
H -1.87078 -1.04803 -0.05409 0.01 0.01 0.11 0.083
H 2.61359 -0.08746 0.73065 -0.01 0.12 -0.14 -0.012
H 0.68507 1.52124 -0.93602 0.03 -0.09 -0.04 0.091
H -0.87462 1.10226 -1.91730 0.11 -0.01 0.03 0.087
H 2.32730 -0.26938 -0.75367 0.13 0.07 0.12 -0.008

[5]
23
Properties=species:S:1:pos:R:3:forces:R:3:lowdin_charge:R:1 method="wB97M-V/def2-TZVPD" gap_ev="7.33 / 7.34" spin_multiplicity=1 total_charge=+1 lumo_ev="-5.44 / -5.44"
C 2.41236 -0.92224 0.77463 0.24 2.70 0.84 -0.237
C 0.13056 0.05404 -0.05151 -0.22 0.68 -1.47 -0.322
C -0.03755 -1.22700 0.42302 -0.39 -0.37 0.08 -0.454
C -0.96795 0.78854 -0.85263 -1.57 -0.15 3.88 -0.103
C -1.31274 -1.99480 0.33113 0.65 3.05 -1.90 -0.205
C -2.27421 -0.03186 -1.04128 0.81 -1.91 -2.69 -0.169
C -2.03483 -1.59190 -0.96722 -1.58 -0.95 -0.71 -0.161
C 2.77330 2.58735 0.90239 -2.70 -0.84 0.15 -0.283
N 1.28408 0.68297 0.19201 1.33 -3.98 1.41 -0.375
S 1.25261 -1.94509 1.23568 -0.66 0.06 -0.47 1.156
S 1.98803 1.88838 -0.58677 0.52 0.99 -0.54 0.980
H 3.19403 -0.80766 1.57836 -0.34 0.15 -1.14 0.047
H -1.32852 1.54251 -0.04036 0.97 -0.56 -1.57 0.162
H -0.66255 1.33180 -1.69272 0.87 0.54 -1.17 0.083
H -1.07366 -2.97386 0.41216 0.40 -3.34 -0.14 0.073
H -1.81939 -1.74059 1.19800 -1.78 0.48 1.55 0.108
H -2.87658 0.25644 -0.22309 -1.33 0.16 0.38 0.088
H -2.74778 0.13908 -2.10628 0.74 0.13 2.39 0.158
H -1.40261 -1.91713 -1.89204 -1.26 0.35 1.63 0.149
H -3.09719 -2.17701 -0.93840 2.56 1.48 -0.50 0.166
H 3.57936 3.16730 0.59525 1.39 1.19 -0.41 0.013
H 3.12170 1.67903 1.44821 -0.45 1.13 0.08 0.045
H 1.89955 3.21170 1.30147 1.81 -0.99 0.30 0.080

[6]
27
Properties=species:S:1:pos:R:3:forces:R:3:lowdin_charge:R:1 method="wB97M-V/def2-TZVPD" gap_ev="8.31 / 8.36" spin_multiplicity=1 total_charge=+1 lumo_ev="-5.89 / -5.79"
C -2.50128 -0.68902 -0.37871 3.14 3.10 -5.36 -0.015
C -2.86797 0.74058 -0.64745 2.10 -1.45 -0.59 -0.063
C -1.60287 0.44791 0.11285 0.28 0.50 -0.77 -0.513
C -1.68538 0.67285 1.58190 -0.72 1.75 -1.36 -0.037
C 2.38822 0.61868 -1.15049 -2.38 -2.99 -1.96 -0.014
C 1.67607 0.11952 1.11052 -0.52 -1.82 2.79 -0.050
C 1.11690 -1.41246 -0.78279 -1.65 1.35 1.40 -0.012
N 1.38660 -0.07042 -0.31258 -3.20 1.67 -0.19 -0.440
O -0.24282 1.02215 -2.19350 -0.46 -0.42 -1.77 -0.333
O 0.79336 2.91198 0.48798 -0.54 -0.80 -0.73 -0.172
S -0.13078 1.13385 -0.78564 -0.24 0.21 3.87 1.115
H -2.88351 -1.21104 0.35987 -2.07 -2.53 3.19 0.066
H -2.18279 -1.17261 -1.31064 -0.17 -0.28 0.66 0.128
H -2.73761 1.20564 -1.58604 -0.04 -0.26 -1.27 0.105
H -3.59480 1.17007 -0.11380 -2.64 1.58 2.15 0.085
H -2.55992 0.19170 1.87982 -1.42 -0.87 0.78 0.090
H -1.73727 1.66703 1.97149 -0.13 1.04 -0.43 0.104
H -0.89700 0.27556 2.04766 2.93 -1.99 2.03 0.027
H 3.19802 -0.00551 -0.95382 2.22 -0.33 -0.29 0.100
H 1.95609 0.46125 -2.20022 1.32 0.92 1.25 0.141
H 2.38968 1.54650 -0.72087 0.83 2.82 0.19 0.052
H 1.36673 1.12026 1.61227 0.30 -1.76 -1.37 0.117
H 1.36478 -0.83788 1.76714 0.13 2.36 -1.63 0.164
H 2.73467 0.02782 1.10625 1.15 0.35 0.66 0.085
H 1.97011 -1.81346 -1.11178 3.71 -2.19 -0.16 0.080
H 0.49433 -1.95275 -0.13235 -0.18 -0.88 1.23 0.109
H 0.61850 -1.43407 -1.68049 -1.75 0.89 -2.32 0.083

[7]
65
Properties=species:S:1:pos:R:3:forces:R:3:lowdin_charge:R:1 method="wB97M-V/def2-TZVPD" gap_ev=8.02 spin_multiplicity=1 smiles="COc1ccc(CC2([C@@H]3C=C(c4ccc(OC)cc4)Oc4ccccc43)C(=O)OC(C)(C)OC2=O)cc1" lumo_ev=0.33
C 3.85867 7.69842 0.21756 0.04 -0.49 -0.43 -0.067
O 4.08614 6.69934 -0.79983 -0.35 0.15 0.34 -0.096
C 3.16764 5.70547 -0.97357 -0.66 -0.84 0.19 -0.272
C 3.42592 4.76359 -2.00206 -0.25 0.68 0.45 -0.004
C 2.52438 3.73830 -2.26302 -0.25 -0.65 0.38 -0.039
C 1.36694 3.52051 -1.47353 0.02 0.04 0.25 -0.183
C 0.26616 2.46327 -1.88309 -1.51 0.56 -1.24 -0.050
C 0.11379 1.00144 -1.33372 4.26 -1.42 3.57 -0.113
C -0.04923 1.12293 0.18804 0.14 1.39 1.24 -0.427
O -0.76550 1.96704 0.72239 1.14 -1.62 -1.28 0.114
O 0.56110 0.19599 0.98208 0.03 0.18 -0.96 0.076
C 1.79502 -0.40114 0.50918 -0.11 0.07 -0.28 -0.504
C 2.90123 0.59265 0.75514 0.39 -0.04 0.31 0.038
C 1.92824 -1.71827 1.22886 -0.08 -0.01 0.02 0.036
O 1.80275 -0.73724 -0.89828 -0.69 0.55 0.10 0.072
C 1.34935 0.22719 -1.76288 1.82 0.65 -0.23 -0.430
O 1.93036 0.38586 -2.82506 -1.23 -0.29 1.44 0.126
C 1.12160 4.48171 -0.46793 0.03 -0.69 0.05 -0.038
C 2.00246 5.53229 -0.18491 0.68 0.30 -0.57 -0.015
H 4.72795 8.35213 0.14977 -0.14 -0.04 0.08 0.089
H 2.94505 8.27673 0.02210 0.17 -0.20 -0.01 0.095
H 3.80790 7.25077 1.21938 0.01 0.04 -0.24 0.092
H 4.33301 4.89544 -2.59460 -0.32 -0.09 0.10 0.118
H 2.73417 3.04423 -3.07939 -0.02 0.16 0.20 0.112
H -0.68253 2.96209 -1.64631 0.11 -0.06 -0.38 0.119
H 0.38112 2.36797 -2.96891 -0.33 0.11 0.14 0.116
H 2.75835 1.52897 0.21751 -0.16 0.02 -0.13 0.093
H 2.95933 0.81801 1.81506 -0.08 0.07 0.17 0.101
H 3.85570 0.16848 0.45886 0.09 -0.08 -0.15 0.103
H 1.07546 -2.34252 0.96661 -0.04 -0.03 0.01 0.091
H 2.84016 -2.22643 0.91985 0.03 0.08 0.00 0.102
H 1.93472 -1.56574 2.30615 0.03 0.05 0.01 0.101
H 0.22433 4.38147 0.14651 0.22 0.00 -0.17 0.110
H 1.79208 6.23955 0.62578 -0.06 -0.40 -0.39 0.103
C -4.67997 -5.16016 5.24625 -0.03 0.63 -0.22 -0.064
O -4.68514 -3.77543 4.82539 0.20 -0.67 -0.21 -0.091
C -4.06474 -3.45337 3.65638 0.47 0.09 -0.81 -0.265
C -4.05070 -2.07609 3.30799 0.04 -0.65 0.16 0.005
C -3.37734 -1.65339 2.17226 0.43 -0.41 -0.32 -0.011
C -2.68390 -2.55489 1.32333 -0.94 -0.42 1.03 -0.130
C -1.92733 -2.08096 0.15704 1.13 1.59 -1.06 -0.174
O -1.31679 -3.12041 -0.47929 -0.04 -0.14 -0.19 0.028
C -0.81119 -2.89792 -1.74151 0.19 -0.05 0.71 -0.166
C -0.65297 -1.59732 -2.24698 0.69 -0.79 -1.11 -0.104
C -0.22978 -1.54770 -3.58742 0.09 0.52 0.42 -0.023
C 0.12997 -2.68162 -4.28565 -0.03 -0.34 -0.76 -0.079
C 0.01012 -3.95565 -3.72703 -0.01 0.24 0.87 -0.069
C -0.46191 -4.07513 -2.41825 0.07 0.91 -0.86 0.014
C -0.95098 -0.38584 -1.43077 -2.09 2.78 -3.36 -0.105
C -1.73284 -0.78885 -0.28834 -1.57 -1.40 2.74 0.013
C -2.77522 -3.93447 1.65209 0.23 0.54 -0.24 -0.010
C -3.43862 -4.38882 2.78670 -0.61 0.65 1.00 -0.015
H -5.19939 -5.14356 6.20246 0.06 -0.12 -0.08 0.089
H -5.22416 -5.80017 4.53802 0.11 0.21 0.11 0.094
H -3.65950 -5.54495 5.38376 -0.20 0.20 -0.08 0.095
H -4.56228 -1.36470 3.96455 0.23 -0.29 -0.28 0.122
H -3.34651 -0.59671 1.91651 -0.13 -0.15 0.24 0.111
H -0.13638 -0.56462 -4.05088 0.05 -0.31 0.02 0.124
H 0.49852 -2.59009 -5.31207 -0.17 0.04 0.39 0.110
H 0.30802 -4.84327 -4.27206 -0.04 0.11 -0.05 0.103
H -0.57161 -5.03707 -1.93351 -0.08 0.14 0.05 0.119
H -1.46327 0.42101 -2.04519 -1.23 -1.91 0.02 0.174
H -2.24070 -0.04297 0.32427 0.17 -0.06 -0.42 0.115
H -2.30582 -4.69664 1.03544 0.01 0.35 -0.05 0.114
H -3.47142 -5.45874 3.03277 0.10 0.58 -0.27 0.105

[8]
42
Properties=species:S:1:pos:R:3:forces:R:3:lowdin_charge:R:1 method="wB97M-V/def2-TZVPD" gap_ev=6.84 spin_multiplicity=1 lumo_ev=-0.06
N -3.42830 0.42408 -0.71735 1.57 3.28 -2.47 -0.469
P -1.68165 0.27477 -0.60703 -2.47 -1.75 -0.03 0.905
C -1.16591 0.03290 -2.32409 0.51 -0.73 -0.11 -0.278
C 0.16356 -0.71993 -2.47399 -0.12 0.49 0.06 -0.221
C 0.76482 -0.56268 -3.84597 0.39 -0.14 -0.24 -0.206
F 2.13368 -0.82332 -3.78063 0.05 0.01 0.05 -0.058
C -1.06274 -1.21578 0.46298 0.47 0.76 0.82 -0.423
C -0.59091 -0.79492 1.85906 0.40 -0.09 -0.75 -0.254
C 0.25483 -1.92126 2.45001 -0.32 0.12 0.24 -0.221
C 1.24050 -1.41867 3.50025 -0.69 0.20 0.00 -0.212
S 2.80011 -0.95762 2.78483 0.74 -1.80 -0.33 0.578
O 3.81582 -1.65738 3.49183 0.33 0.34 0.87 -0.265
O 2.80959 -1.18703 1.37139 -0.59 0.63 -0.67 -0.288
O 2.90714 0.60451 3.01259 -0.25 0.26 0.14 -0.149
C -1.24742 1.86871 0.12093 0.91 -0.24 0.13 -0.243
C 0.25942 2.19746 0.18614 -0.88 0.20 0.23 -0.125
C 0.83036 2.96189 -0.96706 -0.07 -0.29 0.15 -0.538
O 1.58131 3.85664 -0.78589 1.23 1.16 0.24 0.150
O 0.50167 2.57819 -2.21877 -0.30 -1.18 -0.12 0.095
H -3.82640 -0.47760 -1.25969 0.72 2.97 0.40 -0.191
H -3.60232 1.31979 -1.23928 0.17 -0.16 0.27 0.051
H -1.94069 -0.59940 -2.75269 -0.31 0.02 0.11 0.091
H -1.19370 0.97039 -2.86775 0.09 0.26 0.11 0.083
H -0.01226 -1.77106 -2.27454 0.11 -0.16 0.14 0.114
H 0.88005 -0.35346 -1.74088 0.23 -0.01 0.00 0.106
H 0.65639 0.44189 -4.25142 -0.09 0.16 0.07 0.111
H 0.36160 -1.27288 -4.56359 -0.23 -0.02 -0.07 0.125
H -0.29467 -1.79466 -0.04171 0.34 0.52 -0.46 0.075
H -1.92749 -1.98357 0.62878 2.58 1.35 -0.17 -0.217
H 0.02552 0.10342 1.82301 0.00 0.15 0.17 0.075
H -1.46676 -0.60099 2.47646 -0.04 0.16 0.18 0.120
H 0.77566 -2.44375 1.65577 0.22 -0.05 -0.05 0.103
H -0.38423 -2.66142 2.92405 -0.15 -0.06 0.07 0.127
H 1.41767 -2.19566 4.23195 0.53 -0.04 0.08 0.107
H 0.83310 -0.56193 4.03024 0.02 0.15 0.07 0.110
H 3.35060 0.95115 2.22300 0.05 0.17 0.02 0.100
H -1.80938 2.66681 -0.35116 -0.07 0.03 -0.25 0.102
H -1.60362 1.82735 1.14723 -0.22 -0.19 0.09 0.100
H 0.40494 2.84601 1.04229 0.12 0.13 0.11 0.127
H 0.87332 1.32146 0.38719 0.07 -0.22 -0.29 0.109
H 1.31701 2.59271 -2.73840 -0.11 0.52 -0.24 0.136
I -3.72020 -1.86517 -0.00809 -4.93 -6.90 1.46 0.560